Formula: C26H20IN6O8PbS2
Source: the OMol25 dataset
Level of theory: the ωB97M-V functional and the def2-TZVPD basis

The value obtained for the max |F| is 1.05 eV/Å. Its spin multiplicity is 1. The total charge is -1. As for the frontier orbital gap: 6.56 eV. The value obtained for the LUMO energy is 1.3 eV.

Last column: natural (NBO) charge in e.
Element x y z (Å)
Pb1 -0.196442 -0.185879 -0.525044  1.54
N1 1.422730 -0.070731 4.545715  -0.80
C1 0.841045 -0.357001 3.346848  0.25
S1 1.926315 -1.374739 2.273575  0.53
N2 -0.334799 0.027154 3.080381  -0.36
N3 -1.057795 -0.355343 1.968783  -0.39
C2 -2.297750 -0.563319 2.258704  0.16
C3 -3.388353 -0.924829 1.395804  -0.27
C4 -4.670361 -0.813188 1.975149  -0.13
C5 -5.820189 -1.125793 1.298078  -0.31
C6 -5.711117 -1.626137 -0.007622  -0.18
C7 -4.485582 -1.772470 -0.600309  -0.26
C8 -3.269841 -1.404297 0.048044  0.42
O1 -2.164674 -1.527616 -0.596286  -0.84
H1 2.427780 -0.048856 4.550847  0.41
H2 0.949994 0.613613 5.114801  0.40
H3 -2.569648 -0.445761 3.310907  0.18
H4 -4.732807 -0.450919 2.996602  0.20
H5 -6.789170 -1.005383 1.763683  0.21
H6 -6.606997 -1.910561 -0.547964  0.20
H7 -4.396955 -2.168649 -1.604793  0.21
O2 3.536870 1.105561 2.386171  -0.56
C9 2.860587 0.953177 1.406717  0.78
O3 2.199312 -0.182412 1.087408  -0.65
C10 2.612541 2.019460 0.394560  0.07
C11 3.478041 3.098260 0.317158  -0.20
C12 3.167083 4.125248 -0.561900  -0.17
C13 2.013630 4.036276 -1.320457  -0.19
C14 1.217547 2.900816 -1.204464  0.13
N4 1.514225 1.920800 -0.359227  -0.46
C15 -0.041505 2.715858 -2.073664  0.75
O4 -0.663014 3.736759 -2.356091  -0.67
O5 -0.296446 1.515648 -2.407649  -0.83
H8 4.359889 3.121970 0.941752  0.24
H9 3.815379 4.987784 -0.643255  0.22
H10 1.712572 4.816557 -2.005046  0.24
I1 -3.650198 4.380827 2.410469  0.14
C16 -3.457553 3.115949 0.755169  -0.18
C17 -4.435477 3.057979 -0.220030  -0.19
C18 -4.238342 2.192833 -1.284615  -0.23
C19 -3.091983 1.420460 -1.320895  0.09
N5 -2.175934 1.465955 -0.358006  -0.50
C20 -2.339639 2.307312 0.655380  0.02
H11 -5.323362 3.671547 -0.157557  0.23
H12 -4.971177 2.116974 -2.075455  0.23
H13 -2.890108 0.738787 -2.135216  0.22
H14 -1.564496 2.322203 1.413302  0.22
N6 0.071397 -1.517911 -2.780474  -0.88
C21 1.170156 -2.423405 -2.751759  0.10
C22 2.465537 -1.913847 -2.702186  -0.23
C23 3.542911 -2.776908 -2.584716  -0.19
C24 3.328454 -4.144340 -2.511849  -0.31
C25 2.044398 -4.654507 -2.560766  -0.18
C26 0.959405 -3.794111 -2.682472  -0.26
S2 4.757211 -5.233780 -2.331330  2.41
O6 4.186178 -6.549912 -2.085773  -1.03
O7 5.477577 -4.662113 -1.201162  -1.02
O8 5.452263 -5.105974 -3.605645  -1.02
H15 -0.817209 -1.979244 -2.929883  0.40
H16 0.189452 -0.738628 -3.417585  0.40
H17 2.611408 -0.838036 -2.746927  0.20
H18 4.560991 -2.412403 -2.535956  0.23
H19 1.919616 -5.727745 -2.499934  0.25
H20 -0.054738 -4.179851 -2.704638  0.20

Atoms 1-3, force components in eV/Å:
Pb -0.1436 -0.4373 -0.4573
N 0.1234 -0.0076 0.1866
C 0.2023 -0.5167 -0.8969